# C6H8N2

One molecule with the formula C6H8N2 in a non-equilibrium geometry (ωB97M-V/def2-TZVPD, the Open Molecules 2025 dataset).

Each line ends with the Mulliken charge.
CARTESIAN COORDINATES (ANGSTROEM)
H -3.45 -0.58 -0.15  0.30
H 3.35 -1.30 -0.53  0.31
C -0.09 -0.55 -0.09  0.38
C -1.62 0.95 -0.13  -0.94
N -2.36 -0.29 -0.16  -0.07
H 3.35 0.37 -0.10  0.34
C 1.36 -0.44 0.46  0.52
H 1.40 1.57 -0.58  0.33
C 2.67 -0.42 -0.38  -1.18
H 1.65 -0.58 1.55  0.23
H -1.54 -2.17 0.46  0.36
C -1.29 -1.17 0.08  -1.11
N 0.98 1.15 0.36  -0.59
C -0.22 0.78 -0.05  0.57
H 2.22 -0.23 -1.42  0.27
H -2.24 1.95 0.00  0.27

Gap between HOMO and LUMO, Ha: 0.311
ΔE to the lowest compared entry with this formula, charge and spin, kcal per mole: 118.8
Structure (SMILES): C[C@H]1Nc2c[nH]cc21
LUMO level, eV: 0.960